1.
131
Properties=species:S:1:pos:R:3 method="wB97M-V/def2-TZVPD" spin_multiplicity=3 homo_energy_ev="-8.19 / -9.10"
C 0.20215 -0.67174 2.58659
H 1.41657 -4.00198 -10.32206
C -6.41889 3.24298 3.31424
C 2.01284 -1.35420 -10.30484
C 2.73658 -0.93376 -3.82489
C 1.24218 -3.63603 -8.14570
H 2.96522 -0.34919 4.93411
C -5.07204 1.34718 1.85470
H -0.46257 -0.54650 -9.90715
H 2.50238 -4.99284 -2.88869
H 2.51148 -0.04385 -4.41222
O 2.28096 3.24547 6.93503
H 4.77549 0.07467 2.81999
H 4.28525 2.36738 1.55730
C 3.59614 1.75234 2.14829
H 1.23176 -0.48646 2.85502
C -1.68349 1.18525 7.78662
C -2.25391 1.69521 4.15377
H -0.06645 -0.17625 1.65870
F -2.39701 1.25508 1.81656
H -2.55998 1.41517 7.19638
H 1.61314 3.76370 1.13227
O -2.53011 2.80706 5.02825
C -2.86052 2.12522 2.75999
C 1.65539 -4.47368 -6.94260
H -6.99288 0.79531 1.09296
H 1.26677 0.43000 -7.47921
N 1.78538 -2.24977 -7.97610
H 0.28109 -0.17413 -3.31235
N 2.63895 -1.86163 -1.50126
C 0.04021 -2.24859 -2.75234
H -3.91835 -0.19314 3.53546
H -0.63831 -0.79333 -8.18026
C 2.12706 -0.79621 -2.42350
H 2.34912 -1.76984 -4.39561
Cl 0.88117 0.52683 8.08942
H -4.53055 3.84944 4.05037
F -7.96774 5.02875 3.31664
C 1.44733 1.02508 5.28099
H 3.82231 -1.02861 -3.76888
H 2.91960 -4.20174 -9.41661
O 2.54980 -1.48221 -0.27576
H 3.75782 -3.76010 -3.01912
C 1.98273 -0.17964 5.35453
H 0.45399 5.41968 7.52742
Cl -2.21818 -0.29116 8.72701
C -5.05588 3.15672 3.41280
H 2.74000 -4.48249 -6.82729
O 2.28401 1.88394 1.64466
C -0.18860 -1.21208 -9.08603
C -0.77044 -2.60582 -9.32003
N -3.08526 -0.64225 5.80926
H 2.07429 1.81709 4.90458
H -8.19532 2.48119 2.38790
H 0.67021 3.34757 4.88134
C -6.44217 1.44617 1.75517
C 0.06857 3.00251 5.72116
F -0.57623 -1.24620 4.72252
H 3.64093 0.60318 -1.75108
H 1.63338 -5.40352 -9.31231
S -1.45086 3.91157 5.47138
C -7.18049 4.26130 4.11136
H 2.85008 0.18805 -8.22041
C 1.62301 3.07737 1.98489
H 3.68437 -4.08988 -0.43189
H 2.87485 3.99840 6.86627
H 2.27359 1.32747 -2.60953
C -0.28108 -3.58552 -8.25543
O -1.18875 4.82225 4.39770
H 2.12541 3.56351 2.82834
C 4.02088 0.30225 2.06696
C 1.33456 -1.18937 -8.93524
H -4.55493 0.60548 1.26474
C 0.17421 2.80225 2.34483
C -0.48907 0.70549 6.92377
F -2.46230 3.38605 2.44170
H -0.34864 2.52896 1.42769
H 4.44179 0.05553 1.09539
C 2.11922 -3.25502 -1.67440
H -1.94905 3.18502 8.56434
H -0.71697 -0.31964 6.67724
H 1.50898 -1.01492 5.84222
H 1.64197 -2.19368 -10.88503
H 2.18842 -3.75942 0.44472
H 3.09098 -1.46704 -10.18669
B 0.95784 3.60927 6.93388
O 0.49142 4.51682 7.85741
H -1.74529 -0.56699 3.25542
H 2.21942 -3.57573 -3.86339
H 3.66366 2.10964 3.18175
F -8.00437 3.65703 5.00607
C -4.37517 2.19034 2.68686
H -1.04880 -2.21964 -2.67784
C -0.00156 1.43104 5.60653
O 0.18019 1.75150 3.28394
H -0.64821 -4.59213 -8.46686
H -1.87497 1.95745 9.78989
H -1.85979 -2.55061 -9.28804
H 1.53793 0.92791 -9.14844
H -0.69930 -3.29515 -7.28625
P -3.52861 0.38743 4.74696
H 1.21648 -4.10604 -6.01805
C -0.76843 1.16433 4.18037
H 0.20498 -2.97369 -0.73585
C 2.68164 -3.91877 -2.94296
H 3.18264 -0.36979 2.22623
O -2.02603 4.45834 6.65215
C 2.59615 -4.10307 -0.50276
O 1.66484 -1.85238 -6.75904
C 0.59188 -3.23668 -1.72592
H 0.23961 -4.24787 -1.94247
H 0.17719 -0.45227 -1.58270
F -6.37105 5.08615 4.80419
H 0.26648 -2.57916 -3.76997
C -0.77334 -0.33987 3.69662
C 1.77543 0.16841 -8.40364
H -4.54034 1.24349 5.19318
C 1.83807 -4.33536 -9.37889
H 0.08344 -1.74447 2.41830
H 1.83380 -0.46059 -10.90212
C 0.59986 -0.84664 -2.51325
H -0.51481 -2.96361 -10.32070
H -0.25048 3.74178 2.67655
C 2.55901 0.56319 -1.88595
H 2.08977 0.80202 -0.93349
H 2.27384 -5.13255 -0.65931
C -7.12291 2.39705 2.48114
H -0.41058 2.49094 9.01600
H -3.11434 -1.60449 5.50840
C -1.45175 2.26425 8.83915
H 1.31688 -5.49843 -7.09419

2.
70
Properties=species:S:1:pos:R:3 method="wB97M-V/def2-TZVPD" charge=-1 homo_energy_ev=-3.89 relative_energy_ev=1.807
C 2.49327 6.39309 1.87137
H -3.16046 -1.04222 4.72184
H -1.47793 -2.09445 -2.74784
H -3.32509 4.98718 -0.56877
N -3.17632 -1.62056 2.64761
C 2.22980 4.33880 0.64070
C -1.44834 -0.50165 3.39338
H -2.44636 2.36649 -4.22039
C 0.16604 3.14751 -4.19383
C 2.65682 -3.88616 0.55374
C -2.51949 1.33402 -3.87372
N -1.63938 -1.49233 -0.70859
C 0.15154 1.63390 -4.33573
H -2.98014 -0.64887 -4.60217
H 1.07027 3.56430 -4.64081
O -0.90338 1.73491 -1.88571
S 1.85954 -0.00495 3.84564
H 3.02700 7.31966 2.05154
H -0.18812 4.64018 2.98150
O 2.43264 -1.53315 0.75569
C -2.90093 4.06560 -0.18979
N -1.78796 1.70953 0.73698
H 4.41813 0.71856 1.53034
C -2.41812 -1.88594 0.26815
C -1.58412 4.02194 0.22415
H -2.23601 0.40265 -5.81541
Cl 2.50394 -4.66350 -1.05852
H 0.16103 3.40446 -3.13322
H -3.92541 0.63346 -5.36942
H -3.98298 -3.31262 0.37816
C 0.68136 4.89776 2.38656
H -3.21092 1.30329 -3.02852
C 2.91871 5.51918 0.87687
Cd 0.36284 -0.35242 0.28303
C 2.69537 0.71554 2.54630
C 1.09534 4.02561 1.38436
C -2.00279 -2.21727 -1.81401
H -0.95759 4.89911 0.15066
H -3.58413 -3.77221 -2.08136
C -2.28155 -1.42784 1.64019
N 0.93379 1.60282 1.35414
N 4.05666 0.54846 2.45807
C -3.66501 2.90867 -0.13778
C -1.04666 2.81579 0.69350
H 2.55900 3.65139 -0.12866
C -3.03714 -3.04596 -1.50456
H 3.79315 5.76295 0.28408
S -0.93205 0.84201 -3.08626
H 3.70406 -3.65970 0.70694
C 1.81467 -2.61130 0.62998
H 4.36536 -0.31358 2.87038
C -2.93961 0.37467 -4.98006
O 0.56428 -2.74598 0.58874
N -3.30547 -2.81862 -0.17010
C 1.37590 6.07712 2.63156
C 0.35764 2.74834 1.14264
Cl 1.45446 -0.34235 -1.95446
H 1.12731 1.20791 -4.11184
N 2.21495 1.62844 1.71433
C -3.04464 1.76040 0.32368
C -2.64660 -1.02700 3.77611
H -0.18176 1.29069 -5.31936
H 1.04565 6.74590 3.41858
H -4.69754 2.89194 -0.46164
H -0.69445 0.01435 3.96929
N -1.23974 -0.76564 2.06750
H -4.05098 -2.10538 2.59797
H -3.59046 0.81849 0.35497
H -0.69623 3.61767 -4.66900
H 2.30023 -4.61020 1.28060